1.
Computed, not measured: a cluster of 2 separate species, C3HF3O in total in a non-equilibrium geometry, with ωB97M-V with the def2-TZVPD basis set.

* lowest unoccupied orbital energy: -0.1 eV
* spin multiplicity: 1
* energy: -13322.320 eV
* energy relative to the best compared isomer or geometry (same formula, charge and spin): 94.8 kcal/mol

XYZ file:
```
8
Properties=species:S:1:pos:R:3:forces:R:3:mulliken_charge:R:1
C -0.244 0.981 -0.952 -1.6 0.1 2.3 0.821
C -0.319 0.903 0.348 0.8 0.6 1.7 -0.606
C 0.178 -1.445 0.569 -0.9 -0.1 1.2 0.140
O -0.114 0.890 -2.069 0.6 -0.2 -3.4 -0.267
F -1.312 0.863 1.239 -1.4 -0.2 -0.7 -0.203
F -0.184 -1.780 -0.629 0.1 -0.5 -0.9 -0.094
F 1.459 -1.623 0.625 0.8 -0.1 -0.4 -0.116
H 0.536 1.213 0.870 1.6 0.3 0.1 0.325
```
Positions in Å, forces in eV/Å.

=====

2.
Computed, not measured: the ion C5H15N4S2 with charge +1 in a non-equilibrium geometry, with ωB97M-V with the def2-TZVPD basis set.

* lowest unoccupied orbital energy: -4.8 eV
* spin multiplicity: 1
* energy: -33048.843 eV
* charge: +1
* energy relative to the best compared isomer or geometry (same formula, charge and spin): 27.8 kcal/mol
* SMILES: CN[C@H](S)N[N@+]1(C)N[C@H](C)S1

XYZ file:
```
26
Properties=species:S:1:pos:R:3:forces:R:3:mulliken_charge:R:1
C 2.053 -1.220 2.655 -0.1 -0.1 0.1 -0.804
N 1.888 -1.308 1.217 0.6 -0.1 -0.2 -0.290
C 0.688 -0.868 0.664 -1.3 -0.3 0.6 -0.191
S -0.771 -2.140 0.793 0.4 0.4 -0.2 -0.166
N 0.891 -0.584 -0.732 0.9 -0.2 0.0 -0.528
N 0.033 0.238 -1.413 -1.3 -0.9 -0.7 0.790
C 0.556 0.458 -2.767 0.4 0.3 -0.9 -0.815
N -0.212 1.403 -0.654 -4.0 0.9 0.6 -0.740
C -1.931 1.454 -0.864 3.6 -0.4 0.3 0.180
C -2.621 1.568 0.444 0.0 0.0 0.2 -1.188
S -1.824 -0.227 -1.587 0.8 0.6 0.0 0.019
H 1.419 -1.920 3.212 0.0 0.0 0.0 0.281
H 3.093 -1.436 2.887 0.0 0.0 0.1 0.309
H 1.826 -0.206 2.977 0.0 0.0 0.1 0.317
H 2.212 -2.195 0.850 -0.1 0.0 0.0 0.232
H 0.339 0.039 1.160 0.2 -0.2 -0.1 0.399
H -0.524 -2.437 2.063 0.2 -0.1 0.3 0.109
H 1.177 -1.394 -1.272 -0.1 0.1 -0.2 0.298
H 0.533 -0.477 -3.323 0.0 0.0 0.1 0.358
H -0.070 1.184 -3.286 -0.1 -0.1 0.2 0.335
H 1.581 0.828 -2.707 -0.1 -0.1 0.2 0.375
H 0.249 2.227 -1.026 0.2 -0.1 -0.4 0.265
H -2.164 2.216 -1.598 0.0 0.0 0.0 0.439
H -3.698 1.536 0.279 -0.1 0.0 0.0 0.393
H -2.373 2.513 0.924 0.0 0.1 0.0 0.355
H -2.349 0.747 1.103 0.0 0.0 0.0 0.269
```
Positions in Å, forces in eV/Å.

=====

3.
Computed, not measured: a structure of composition C17H15CaN2O8S in a non-equilibrium geometry, with ωB97M-V with the def2-TZVPD basis set.

* lowest unoccupied orbital energy: 1.4 eV
* spin multiplicity: 1
* energy: -66510.922 eV
* charge: -1
* energy relative to the best compared isomer or geometry (same formula, charge and spin): 39.2 kcal/mol

XYZ file:
```
44
Properties=species:S:1:pos:R:3:forces:R:3:mulliken_charge:R:1
Ca 0.303 0.170 0.160 -0.7 -0.4 2.5 0.624
N -1.214 -1.377 -1.491 0.0 -0.3 0.3 -0.367
C -1.833 -0.594 -2.549 -0.5 0.1 -0.5 -0.371
C -2.260 0.749 -1.962 0.4 -0.2 0.1 -0.592
C -1.031 1.319 -1.241 -2.4 1.2 -1.7 0.842
O -1.174 1.750 -0.084 -0.7 1.1 0.5 -0.712
O 0.081 1.169 -1.776 1.0 0.2 -1.2 -0.718
H -0.758 -2.208 -1.859 0.0 0.1 0.2 0.178
H -1.910 -1.671 -0.808 0.1 0.0 -0.1 0.223
H -2.704 -1.102 -2.998 0.2 0.1 0.0 0.411
H -1.086 -0.425 -3.331 -0.1 0.0 0.1 0.086
H -3.039 0.607 -1.210 -0.1 0.1 -0.1 0.306
H -2.612 1.429 -2.736 0.0 0.0 0.0 0.349
O -2.079 4.347 6.087 0.1 0.1 0.1 -0.493
C -2.450 3.051 6.290 -0.2 0.0 0.3 0.609
O -2.999 2.745 7.323 0.2 0.3 -0.3 -0.598
C -2.170 2.121 5.192 0.1 -0.3 -0.4 0.704
C -2.936 0.949 5.109 0.1 0.4 0.2 -0.578
C -2.759 0.068 4.077 0.1 0.2 -0.1 -0.600
C -1.778 0.295 3.093 -0.1 -0.1 0.2 0.723
S -1.566 -0.856 1.849 -0.1 -0.8 -0.2 -0.493
C -0.982 1.445 3.203 0.0 -0.1 -0.2 -0.411
C -1.182 2.346 4.220 -0.2 0.1 0.3 -0.978
H -1.739 4.457 5.188 -0.1 -0.1 0.1 0.296
H -3.679 0.776 5.874 -0.1 0.0 0.0 0.401
H -3.367 -0.819 3.991 0.0 -0.1 0.0 0.393
H -0.213 1.624 2.451 -0.2 0.1 0.3 0.178
H -0.534 3.214 4.275 0.0 0.0 0.0 0.276
O 2.506 0.191 0.052 1.0 0.9 0.3 -0.893
C 2.260 -0.920 -0.441 2.0 -1.4 -0.9 0.705
O 1.365 -1.684 -0.045 0.2 -1.6 0.0 -0.754
C 2.988 -1.357 -1.696 0.0 0.0 -0.1 0.574
C 4.255 -1.924 -1.713 -0.2 0.2 0.0 -0.402
C 4.825 -2.322 -2.917 0.0 0.0 0.1 -0.501
C 4.131 -2.180 -4.102 -0.2 0.1 -0.3 -0.503
C 2.852 -1.627 -4.078 0.8 -0.2 1.5 -0.150
C 2.281 -1.210 -2.881 0.0 0.0 -0.4 -0.184
N 2.113 -1.524 -5.300 -0.6 0.1 -1.0 0.991
O 2.680 -1.832 -6.338 -0.1 0.0 0.1 -0.640
O 0.955 -1.150 -5.249 0.2 0.0 0.1 -0.592
H 4.788 -2.054 -0.783 0.1 0.0 0.1 0.461
H 5.820 -2.742 -2.931 0.0 -0.1 0.0 0.369
H 4.550 -2.494 -5.048 0.0 0.0 0.0 0.481
H 1.301 -0.749 -2.868 -0.1 0.0 -0.1 0.348
```
Positions in Å, forces in eV/Å.

=====

4.
Computed, not measured: a structure of composition C51H55AsBr4N6O5Ti in a non-equilibrium geometry, with ωB97M-V with the def2-TZVPD basis set.

* lowest unoccupied orbital energy: 3.9 eV
* spin multiplicity: 1
* energy: -437087.956 eV
* charge: -2
* energy relative to the best compared isomer or geometry (same formula, charge and spin): 20.7 kcal/mol

XYZ file:
```
123
Properties=species:S:1:pos:R:3:forces:R:3:mulliken_charge:R:1
Ti -0.091 0.046 -0.108 3.3 0.5 0.0 -0.493
C 1.573 -2.279 4.094 -0.1 0.1 0.0 -2.161
C 0.313 -2.284 3.228 0.0 -0.1 0.1 2.437
C -0.233 -3.711 3.063 0.0 0.1 -0.1 -1.269
C -0.806 -1.419 3.771 0.1 -0.1 -0.2 0.478
C -0.983 -1.241 5.135 0.0 0.0 0.1 -0.103
C -2.089 -0.567 5.626 0.0 0.0 0.0 -1.610
C -3.036 -0.086 4.738 0.0 0.0 0.1 -0.312
C -2.889 -0.234 3.365 0.3 -0.1 -0.2 1.248
C -3.992 0.268 2.453 -0.1 0.0 0.1 1.611
C -4.382 1.720 2.729 0.1 -0.1 -0.1 -1.679
C -5.212 -0.657 2.555 0.1 0.0 -0.1 -1.866
C -1.742 -0.898 2.863 -0.1 0.0 0.6 -1.376
N -1.536 -1.011 1.487 -0.3 0.4 -1.2 1.322
C -2.353 -1.780 0.783 0.2 -0.6 0.8 -0.360
O -2.994 -2.779 1.162 -0.1 0.3 -0.3 -0.912
C -2.559 -1.247 -0.601 -0.1 0.2 -0.1 -0.204
C -3.517 -1.823 -1.412 -0.1 -0.2 0.0 -1.037
C -3.888 -1.196 -2.590 0.3 0.4 0.3 -1.067
C -3.320 0.037 -2.853 -0.4 -0.2 -0.2 -0.740
C -2.358 0.561 -2.010 0.2 0.0 0.3 0.080
N -1.912 -0.090 -0.910 -2.7 -0.9 -1.7 1.733
C -1.889 1.964 -2.269 0.4 1.0 0.2 0.315
O -2.492 2.625 -3.141 -0.1 -0.2 -0.2 -0.931
N -0.941 2.360 -1.450 -0.7 -0.7 0.3 1.127
C -0.447 3.665 -1.545 0.2 0.5 -0.2 -1.167
C 0.537 4.014 -2.502 -0.1 -0.2 0.1 0.664
C 1.168 5.247 -2.408 0.0 0.1 0.0 -0.035
C 0.841 6.156 -1.416 0.0 0.0 0.0 -1.592
C -0.198 5.859 -0.551 0.1 0.1 0.0 -0.280
C -0.870 4.646 -0.623 -0.1 -0.3 -0.2 0.440
C -2.085 4.421 0.257 0.0 0.1 0.1 1.525
C -1.686 4.188 1.714 -0.1 -0.1 -0.1 -1.297
C -3.058 5.602 0.153 0.0 -0.1 -0.1 -1.942
C 0.867 3.093 -3.664 0.0 0.1 -0.1 1.926
C 2.353 3.072 -4.026 -0.1 0.0 0.1 -1.740
C 0.052 3.521 -4.894 0.0 -0.1 0.1 -1.888
H 2.419 -2.708 3.551 0.0 0.0 0.1 0.313
H 1.430 -2.871 5.003 0.0 0.0 0.0 0.533
H 1.844 -1.263 4.387 0.1 0.0 0.0 0.400
H 0.557 -1.908 2.231 0.0 0.0 0.1 -1.348
H -0.551 -4.102 4.033 0.0 0.0 0.0 0.429
H 0.528 -4.385 2.651 -0.1 0.0 0.1 0.373
H -1.103 -3.695 2.402 0.0 -0.1 0.0 0.008
H -0.258 -1.646 5.832 0.0 0.0 0.0 0.324
H -2.210 -0.418 6.693 0.0 0.0 0.0 0.325
H -3.919 0.412 5.125 0.0 0.0 0.0 0.279
H -3.628 0.236 1.428 0.1 0.0 -0.1 -0.462
H -4.812 1.848 3.726 0.0 0.0 0.0 0.297
H -5.122 2.050 1.995 0.0 0.0 0.0 0.463
H -3.506 2.362 2.643 0.0 0.0 0.1 0.302
H -5.623 -0.640 3.569 0.0 0.0 0.0 0.313
H -4.920 -1.679 2.313 0.0 0.0 0.0 0.418
H -5.995 -0.344 1.859 0.0 0.0 0.0 0.437
H -3.962 -2.750 -1.077 0.0 0.0 0.1 0.562
H -4.620 -1.631 -3.258 0.0 0.0 0.0 0.461
H -3.614 0.642 -3.700 0.1 0.1 0.0 0.600
H 1.936 5.516 -3.124 0.0 -0.1 0.0 0.262
H 1.376 7.095 -1.332 0.0 0.0 0.0 0.318
H -0.491 6.592 0.193 0.0 0.0 0.0 0.289
H -2.592 3.526 -0.109 0.0 0.0 0.0 0.040
H -0.961 4.938 2.045 0.0 0.0 0.0 0.344
H -1.253 3.196 1.825 0.2 0.0 0.1 -0.271
H -2.552 4.256 2.376 0.0 0.0 0.0 0.585
H -2.656 6.486 0.653 0.0 0.0 0.0 0.359
H -4.010 5.352 0.629 0.0 0.0 0.0 0.455
H -3.248 5.856 -0.892 0.0 0.0 0.0 0.382
H 0.565 2.080 -3.386 0.0 0.1 0.0 -1.083
H 2.661 4.023 -4.469 0.0 0.0 0.0 0.556
H 2.540 2.289 -4.765 0.0 0.0 0.0 0.392
H 2.972 2.878 -3.150 0.0 0.1 -0.2 0.313
H 0.325 4.540 -5.186 0.0 0.0 0.0 0.339
H -1.009 3.487 -4.656 -0.1 0.0 -0.1 0.364
H 0.243 2.852 -5.739 0.0 0.0 0.0 0.463
C -0.372 -1.992 -5.743 -0.1 -0.1 -0.1 -0.966
C -1.038 -2.289 -4.561 0.0 0.0 -0.1 -0.743
C -0.662 -1.714 -3.362 0.0 0.0 0.0 0.116
C 0.406 -0.805 -3.295 -0.1 -0.1 0.2 0.380
C 1.085 -0.525 -4.501 0.1 0.1 0.0 -0.766
C 0.698 -1.105 -5.694 -0.1 -0.1 0.1 -0.803
N 0.791 -0.218 -2.097 -1.3 0.0 1.6 2.676
N 2.044 0.236 -2.180 2.0 1.2 0.4 -0.949
C 2.400 1.168 -1.282 -0.6 -1.2 -1.5 -0.475
C 3.729 1.651 -1.297 0.6 0.5 0.5 -1.236
C 4.065 2.710 -0.495 0.1 -0.6 -0.5 -0.680
C 3.088 3.286 0.320 -0.6 0.2 0.3 -1.437
C 1.829 2.719 0.324 0.4 0.7 0.3 -0.349
N 1.481 1.677 -0.426 -0.3 -1.0 0.0 1.627
H -0.684 -2.436 -6.681 0.0 0.0 0.0 0.360
H -1.862 -2.996 -4.573 0.0 0.0 0.0 0.436
H -1.170 -1.996 -2.456 0.0 0.0 0.1 0.042
H 1.915 0.164 -4.468 0.0 0.0 0.0 0.360
H 1.239 -0.866 -6.604 0.0 0.1 0.0 0.377
H 4.447 1.160 -1.939 0.0 0.0 0.0 0.386
H 5.078 3.097 -0.488 0.0 0.0 0.0 0.338
H 3.306 4.136 0.950 -0.1 0.0 0.0 0.481
H 1.059 3.124 0.967 -0.1 -0.1 0.1 0.368
Br 5.548 0.674 3.999 0.0 0.0 0.0 -0.235
C 3.765 0.664 3.362 -0.1 0.0 -0.1 0.469
C 2.761 1.304 4.064 0.0 0.0 -0.1 0.178
Br 3.139 2.111 5.735 0.0 0.0 0.0 -0.205
C 1.465 1.362 3.526 -0.1 0.1 0.1 0.196
Br 0.077 2.241 4.467 -0.1 0.0 -0.2 -0.175
C 1.149 0.803 2.288 1.0 0.0 0.4 -0.313
O 0.024 0.981 1.665 0.0 -0.2 -0.3 0.020
C 2.152 -0.019 1.647 0.0 0.3 0.4 -0.116
O 1.783 -0.691 0.595 -0.6 0.1 0.1 0.296
C 3.444 -0.001 2.168 0.1 0.0 0.0 -0.072
Br 4.800 -0.863 1.159 0.0 0.0 0.0 -0.240
C 2.469 -3.614 0.762 -0.3 0.2 -0.1 -0.188
As 1.064 -3.370 -0.556 1.1 -1.4 -0.4 0.758
C 2.015 -3.407 -2.256 -0.2 0.2 0.2 -1.165
C 0.044 -5.033 -0.501 0.0 0.4 0.0 -1.257
O -0.041 -2.185 -0.398 -1.0 0.8 0.2 0.281
H 2.755 -4.666 0.792 -0.1 0.0 -0.1 0.534
H 2.104 -3.295 1.735 0.1 0.0 -0.2 -0.385
H 3.319 -3.001 0.479 -0.1 0.1 0.0 0.010
H 2.730 -4.230 -2.270 0.0 0.0 0.2 0.548
H 2.535 -2.455 -2.368 0.0 0.1 0.0 0.239
H 1.297 -3.517 -3.066 0.0 0.0 0.0 0.283
H 0.685 -5.913 -0.493 0.1 0.1 0.0 0.417
H -0.619 -5.056 -1.366 0.0 0.0 0.0 0.340
H -0.571 -5.001 0.398 0.0 0.0 0.0 0.268
```
Positions in Å, forces in eV/Å.